The following is a DFT calculation (ωB97M-V/def2-TZVPD) of a structure of composition C27H18F15N8O4SSbZr.

Each line ends with the Mulliken charge.
Element x y z (Å)
1 Zr -0.13818 -0.05732 -1.27349  1.6675
2 N -1.79755 1.99685 2.32042  -0.0419
3 C -0.71721 1.62204 3.05890  -0.9658
4 C 0.17926 1.09429 2.17109  -0.4674
5 N -0.32879 1.12942 0.91255  0.9835
6 C -1.53485 1.67642 1.03022  -0.1003
7 C -2.39041 1.82529 -0.10884  -0.3266
8 N -2.03852 1.29554 -1.27140  1.6880
9 C -3.04956 1.56487 -2.13824  -0.9118
10 C -4.02918 2.26811 -1.49059  -0.9689
11 N -3.60050 2.42821 -0.20688  -0.0249
12 H -2.65210 2.37700 2.69873  0.1950
13 H -0.67519 1.75409 4.12023  0.4510
14 H 1.16043 0.70939 2.36261  0.2387
15 H -3.00066 1.25267 -3.16405  0.5461
16 H -4.96209 2.66780 -1.83023  0.4459
17 H -4.12068 2.88986 0.52363  0.1895
18 F -3.97127 -0.73245 0.18285  -0.2599
19 C -3.33507 -1.74372 0.80330  0.3480
20 F -4.20766 -2.70927 1.03760  -0.2707
21 F -2.94588 -1.24796 1.98083  -0.2492
22 C -2.08478 -2.11650 -0.04405  1.0754
23 O -1.28975 -1.03849 0.00010  0.2872
24 C -1.31513 -3.32691 0.55030  0.2819
25 F -1.98229 -4.46992 0.52520  -0.2830
26 F -0.95994 -3.07616 1.80891  -0.2588
27 F -0.15833 -3.50957 -0.11525  -0.1269
28 C -2.55516 -2.42408 -1.51068  0.2877
29 F -1.91908 -3.43771 -2.07307  -0.2547
30 F -3.85682 -2.65904 -1.61680  -0.3046
31 F -2.29623 -1.31208 -2.25916  -0.1024
32 F -0.41323 0.37734 -3.07552  -0.7016
33 Sb 1.94566 -2.38296 -2.71583  1.5293
34 F 1.85789 -0.26790 -1.52504  -0.7026
35 F 1.28271 -1.40812 0.49899  0.0175
36 F 1.75855 -0.94543 -4.00727  -0.5456
37 F 0.88563 -3.44618 -3.98114  -0.5691
38 F 0.06682 -1.97351 -2.01581  -0.7517
39 C 2.45574 -1.94741 1.11438  -1.4829
40 C 3.60751 -1.01903 0.85464  0.4064
41 C 3.88246 0.03517 1.72239  -0.3488
42 C 4.83602 0.98399 1.40396  -0.6523
43 C 5.50226 0.90609 0.17905  0.3068
44 C 5.29667 -0.19235 -0.65855  -0.7043
45 C 4.36977 -1.15214 -0.30314  -0.4456
46 C 6.31160 1.97901 -0.26577  0.0736
47 N 6.85647 2.89542 -0.68712  -0.5397
48 H 2.21012 -2.04262 2.17431  0.3662
49 H 2.60153 -2.93498 0.66490  0.4804
50 H 3.35740 0.11598 2.66229  0.5599
51 H 5.04397 1.79420 2.08782  0.4934
52 H 5.84274 -0.27928 -1.58713  0.5310
53 H 4.23650 -2.01170 -0.94889  0.8539
54 O 3.06925 9.41345 -5.12774  -0.5014
55 S 2.35243 8.86669 -4.01927  1.1455
56 O 1.06051 8.30085 -4.26535  -0.5163
57 O 2.60003 9.39973 -2.69955  -0.4561
58 C 3.40176 7.32286 -3.59844  0.3516
59 N 4.68318 7.42603 -3.71578  -0.4135
60 C 5.38430 6.38117 -3.28748  -0.4200
61 C 4.75561 5.26703 -2.73732  -0.7014
62 C 3.36169 5.29403 -2.65849  0.1598
63 N 2.69342 6.36609 -3.10918  -0.3308
64 C 2.51706 4.20811 -2.14992  1.3675
65 C 1.22343 4.08331 -2.65414  -0.9498
66 C 0.42669 3.03730 -2.22278  -0.6952
67 N 0.82769 2.15348 -1.30752  0.5149
68 C 2.04651 2.31184 -0.78483  -0.2362
69 C 2.93767 3.29280 -1.18740  -1.1203
70 H 6.45786 6.44580 -3.39823  0.4858
71 H 5.33087 4.42039 -2.39328  0.4614
72 H 0.87592 4.80743 -3.37255  0.5990
73 H -0.56536 2.89153 -2.63685  0.4608
74 H 2.32780 1.60501 -0.01267  0.2561
75 H 3.92809 3.34416 -0.75979  0.5969

## Properties
Relative energy (zero: lowest compared OMol25 entry of this formula, charge and spin)   181.2 kJ/mol
Kohn-Sham gap (spin up / spin down)   0.307 / 0.211 hartree
E_tot   -3962.27129 a.u.
Net charge   +1
Multiplicity   2
Strongest force on any atom   3.64 eV/A
⟨S²⟩   0.7570